The following is a quantum chemistry calculation of a 2-piece molecular cluster, C21H22IO5 overall at a distorted geometry, from the Open Molecules 2025 dataset.

As for the charge: +1. For the lowest unoccupied orbital energy, the calculation gives -5.04 eV. The calculated total energy comes out at -1486.9338 Ha. The calculation puts the molar mass at 481.31 g/mol. As for the spin multiplicity: 1.

Geometry (Å):
H (3.95809, 0.79218, 1.01499)
H (-1.55586, -11.11263, -2.32782)
H (-0.61822, -6.29970, -3.29047)
H (-1.92547, -9.39803, -0.58892)
I (-1.70955, -6.56179, -0.11404)
C (1.29005, -0.87906, 2.34745)
H (-0.29953, -8.04626, -5.09421)
H (-2.07431, -2.01545, -0.61333)
C (1.41435, -6.39252, 0.41568)
H (0.62373, -8.76118, 1.23846)
C (1.98602, -7.58457, 2.42552)
C (0.05468, -6.43871, 0.94447)
H (4.02959, -8.13327, 3.10751)
C (-1.36222, -10.06814, -2.56852)
O (2.43093, -6.78609, 1.30731)
H (1.21630, -0.35736, 3.30241)
O (1.72863, -6.00170, -0.68904)
C (3.29702, 0.53502, 1.84004)
O (-0.84509, -3.68391, -0.72810)
C (-0.06396, -6.31671, 2.38355)
C (2.21060, -0.97723, 0.12349)
H (1.38599, -2.51726, -1.17711)
H (2.86284, -0.55128, -0.63989)
O (0.95186, -6.82082, 3.14898)
C (1.38667, -2.03929, -0.19731)
C (0.52324, -2.56447, 0.80036)
C (2.25773, -0.45756, 1.42311)
O (-1.01508, -5.78416, 2.94403)
C (0.46557, -1.96312, 2.08144)
C (-1.57959, -9.10593, -1.57856)
H (-2.01022, -2.91491, -2.18188)
H (-0.22827, -2.39889, 2.80252)
H (1.10307, -9.51794, 2.80597)
C (-2.05299, -3.00412, -1.09572)
H (2.80278, 1.44052, 2.18553)
C (3.11492, -7.65654, 3.47923)
C (1.45263, -8.93005, 1.94352)
H (-2.89054, -3.62904, -0.76941)
H (2.25091, -9.49417, 1.43490)
H (-0.73312, -10.43530, -4.59954)
H (3.33295, -6.62516, 3.79019)
C (-0.65546, -8.32912, -4.10322)
H (-0.93618, -4.13480, 1.29888)
H (3.94789, 0.19748, 2.64970)
C (-0.39225, -3.61624, 0.50449)
C (-1.32837, -7.77087, -1.86702)
H (2.76378, -8.21575, 4.35624)
C (-0.85158, -7.35074, -3.10444)
C (-0.90747, -9.67867, -3.83127)

The following is a quantum chemistry calculation of a 35-piece molecular cluster, BF4H68O34 overall at a distorted geometry, from the Open Molecules 2025 dataset.

As for the charge: -1. For the lowest unoccupied orbital energy, the calculation gives 1.58 eV. The calculated total energy comes out at -3023.6604 Ha. The energy relative to the best compared isomer or geometry (same formula, charge and spin) is 1.458 eV. The calculation puts the molar mass at 699.31 g/mol. As for the spin multiplicity: 1.

Geometry (Å):
H (14.02135, 0.24557, -12.70370)
H (11.26823, -0.49387, -17.19207)
O (14.69857, -3.47548, -19.61712)
H (22.34780, 0.77094, -14.61176)
H (15.33618, -4.14537, -19.86396)
H (17.08682, -1.80057, -18.97641)
O (9.12278, 2.50697, -14.83144)
O (19.70827, -2.53407, -13.84768)
F (14.45689, 1.71287, -16.57419)
H (19.80658, 1.09907, -19.62967)
O (12.31049, 0.81175, -13.03848)
H (8.47641, 3.20367, -14.94563)
O (19.46284, 4.16496, -17.32272)
O (13.98228, -1.88075, -17.07629)
H (20.07438, -1.91057, -14.47493)
H (11.34222, 1.75810, -16.28059)
H (15.09489, -0.27373, -13.63628)
H (15.22978, -2.72434, -19.35285)
H (21.00933, 1.46273, -14.75941)
H (19.12906, -0.09420, -18.12417)
O (11.38634, 5.17285, -14.60348)
H (18.95053, 3.37271, -17.16114)
O (13.18182, -2.92932, -12.03109)
H (17.35973, 0.71062, -20.93941)
O (19.97846, 1.59794, -18.83103)
O (14.49424, 4.34481, -19.12548)
O (15.36765, 4.18755, -15.76642)
B (15.56723, 1.03227, -16.09775)
H (20.49917, 2.34622, -19.12288)
H (14.73989, 3.42126, -19.07135)
O (14.00912, 6.42777, -16.51444)
O (16.90690, -1.03928, -11.29737)
H (18.76032, -2.44380, -13.94502)
H (16.90581, -2.52756, -15.11878)
H (14.19599, 0.91174, -18.81965)
O (14.72088, -0.40490, -12.76499)
H (16.42848, -0.57728, -18.37472)
O (21.79741, 1.22658, -15.24870)
O (16.60988, -3.95420, -16.38545)
H (11.48521, -2.39210, -12.47568)
H (11.18184, -0.91747, -12.63477)
H (13.15209, 1.16957, -19.88533)
H (14.71054, 5.79932, -16.68563)
O (14.03075, 1.42890, -19.60797)
H (12.76923, -4.77715, -17.12115)
H (14.72748, 2.48108, -12.07029)
O (16.77796, 2.47548, -20.99524)
H (19.50368, 4.06013, -12.79962)
H (17.28282, 1.89656, -11.83355)
F (16.18149, 1.73859, -15.08944)
O (19.17120, -1.02532, -17.90626)
O (14.34514, -4.36859, -14.36067)
H (12.10072, 1.38233, -13.77785)
H (14.44434, -3.69511, -15.03358)
H (13.55321, -2.06236, -12.19440)
H (16.28375, -0.32169, -21.20113)
H (11.71958, 4.53080, -15.23034)
H (16.57006, -1.07405, -15.37667)
H (18.94710, 4.20876, -11.39961)
H (13.40193, 3.20787, -11.98908)
H (16.87378, 2.98563, -21.79948)
H (14.60859, 5.32549, -13.21862)
H (17.36485, 6.90935, -16.66729)
H (16.77960, 5.64070, -16.08429)
H (18.91408, -0.43609, -14.26185)
O (17.12122, 4.84788, -13.43821)
H (16.66470, -4.85133, -16.05624)
O (16.99026, 1.93109, -10.92281)
H (12.38164, -0.98923, -16.29382)
O (17.06773, -1.64337, -14.78980)
H (20.10652, -1.22875, -17.90222)
O (17.22769, -0.17825, -21.26910)
H (13.60510, -3.49695, -12.67518)
O (19.48235, 3.63143, -11.94406)
O (19.19110, 0.42539, -13.94985)
H (12.16939, 5.51945, -14.17575)
H (9.96275, 2.92577, -15.01927)
O (17.48325, 5.95968, -16.64941)
O (14.34163, 3.32990, -11.85380)
H (14.34991, -1.18266, -16.53429)
H (17.20546, 5.67277, -12.95999)
H (15.84246, 2.27898, -20.94572)
H (14.89122, 3.35795, -15.79832)
H (14.42031, 4.62730, -18.21391)
H (16.53099, -1.53845, -10.57229)
H (12.60182, -3.27570, -17.02347)
O (16.23157, -1.39738, -18.82739)
H (18.85832, 4.88361, -17.13745)
O (10.80077, -1.73974, -12.32673)
O (13.99348, 5.90755, -13.66480)
H (18.43000, 0.76673, -13.48032)
H (14.19699, 6.77856, -13.32397)
H (13.82408, -5.05281, -14.78090)
H (18.02227, 4.59074, -13.63375)
F (16.44590, 0.72134, -17.10078)
O (11.77159, 2.61260, -16.32197)
O (11.68933, -0.33045, -16.34815)
H (16.26536, -1.12099, -12.00305)
H (11.75804, 1.13078, -12.32486)
F (14.99706, -0.18829, -15.68510)
H (17.13398, -3.96003, -17.18639)
H (13.62233, 6.13666, -15.68868)
O (12.25061, -4.10001, -16.68671)
H (12.67699, 2.41488, -16.56150)
H (14.64644, -2.03863, -17.74726)
H (16.84406, 1.01606, -10.68286)
H (15.98222, 4.08358, -15.03998)

The following is a quantum chemistry calculation of C25H42BaCl3N4O3Si as an isolated structure at a distorted geometry, from the Open Molecules 2025 dataset.

As for the charge: -1. For the lowest unoccupied orbital energy, the calculation gives 2.31 eV. The calculated total energy comes out at -3118.0343 Ha. The energy relative to the best compared isomer or geometry (same formula, charge and spin) is 8.511 eV. The calculation puts the molar mass at 718.41 g/mol. As for the spin multiplicity: 1.

Geometry (Å):
H (-2.60612, 0.62358, -2.25122)
H (-1.31669, -1.72824, -3.98228)
C (2.19727, -2.51392, -1.43476)
H (-1.16948, 1.11591, 6.08300)
C (1.75889, 0.91033, -3.11695)
Cl (0.11716, -1.32437, 1.47625)
H (2.08359, 3.55160, -5.94505)
C (-0.55547, 1.37677, 3.01740)
H (-2.41129, -3.33375, -1.48341)
H (-2.68970, -0.61025, -4.00586)
C (0.84931, -3.58184, 4.74290)
H (-0.32541, 0.95127, -3.53017)
C (-0.86307, 5.07395, -2.27651)
H (0.27499, 3.87422, 1.19532)
H (-0.13347, 2.61358, -5.36354)
C (-0.53378, 6.02135, -1.29810)
H (-2.37507, -4.21098, 5.28216)
H (-1.05503, 2.98484, -2.71631)
H (-2.24459, 3.59873, 4.45802)
Ba (-0.12397, 0.61701, 0.22563)
C (0.14276, -5.79848, 6.77494)
H (-0.94382, 7.74052, -2.49595)
Si (-0.10449, -5.15963, 5.03787)
C (-1.91544, -4.95573, 4.63131)
H (-2.05571, -4.63060, 3.60193)
C (-2.29094, -0.16769, -1.55787)
H (3.21536, -2.34411, -1.07588)
H (-0.27737, 2.63117, 5.88471)
H (2.07952, -4.01979, -3.73552)
C (0.63746, 1.35171, -3.81068)
C (1.75633, -1.88138, -3.83083)
C (1.64614, -0.14221, -2.03856)
H (-1.57496, -2.24444, -0.34015)
O (-1.04215, 1.51789, 1.88361)
C (1.87772, -1.56126, -2.54074)
H (-2.71959, 2.62211, 3.05433)
O (0.38992, -0.11323, -1.42328)
H (0.41898, 1.11147, 5.30858)
C (-0.03634, 4.21564, 0.21795)
C (-2.37583, 2.58420, 4.08078)
C (-1.70257, -2.51233, -1.38111)
H (0.37744, 0.83664, 3.16944)
H (0.49333, -2.78779, 5.40040)
H (-1.19886, 5.38850, -3.25628)
N (-0.63176, 7.40770, -1.57234)
H (2.12123, -3.55801, -1.72657)
C (2.99691, 1.45450, -3.44525)
Cl (1.93469, 1.45161, 0.88501)
H (2.74139, -3.23679, -5.16204)
N (-0.35290, 3.30728, -0.74578)
H (4.08801, 2.81297, -4.69318)
C (-0.11801, 5.58330, -0.03745)
C (0.74992, 2.29153, -4.82517)
H (0.13388, 6.29220, 0.74188)
C (-0.50439, 1.67075, 5.42055)
H (3.87589, 1.12763, -2.90314)
H (1.54243, -1.07968, -4.52964)
H (0.73846, -3.23877, 3.71580)
H (-2.45724, -5.89088, 4.76060)
H (1.54267, -2.33891, -0.58292)
N (-2.18519, -1.36156, -2.12421)
C (1.99187, 2.81857, -5.15345)
H (-0.73650, -2.81277, -1.77852)
C (1.90636, -3.22633, -4.45719)
H (1.19732, -5.96271, 6.98933)
C (3.11605, 2.40158, -4.45187)
H (-0.37764, -6.74235, 6.92694)
H (-0.23938, -5.08497, 7.50577)
N (-1.12046, 1.86301, 4.12586)
H (-0.40172, 8.10392, -0.84763)
Cl (0.66834, -6.60879, 3.72574)
O (-2.09400, 0.08475, -0.35645)
H (-2.96962, -2.34443, -3.79475)
C (-0.77060, 3.70971, -1.97577)
H (-3.12227, 2.07940, 4.69416)
H (1.91198, -3.72072, 4.93335)
H (1.01848, -3.49216, -5.03687)
H (2.42987, 0.06816, -1.30235)
C (-2.29899, -1.51969, -3.55796)

The following is a quantum chemistry calculation of one molecule with the formula C6H12O, from the Open Molecules 2025 dataset.

As for the charge: 0. For the lowest unoccupied orbital energy, the calculation gives 0.04 eV. The calculated total energy comes out at -310.9279 Ha. The energy relative to the best compared isomer or geometry (same formula, charge and spin) is 3.576 eV. The calculation puts the molar mass at 100.16 g/mol. As for the spin multiplicity: 1.

Geometry (Å):
H (-2.16438, -2.11505, 0.43509)
H (3.43555, -0.49370, 0.64233)
O (0.23926, 1.74466, 0.67381)
C (1.42439, -0.22973, -0.14338)
H (-3.16306, -1.25289, -0.75108)
H (-1.66645, 1.05357, -1.05932)
H (-0.37979, 1.27601, 1.26803)
H (0.73639, 1.48283, -1.26298)
C (-0.97769, 0.24213, -0.74200)
C (2.71165, 0.30946, 0.46878)
H (0.97533, -0.96615, 0.54099)
H (2.49520, 0.79727, 1.42279)
H (3.18011, 1.05563, -0.18333)
H (-3.51506, -1.16665, 1.02522)
C (-1.67297, -0.18443, 0.48211)
H (1.63457, -0.76056, -1.08305)
C (0.39202, 0.87066, -0.41913)
C (-2.73277, -1.18093, 0.26035)
H (-0.95232, -0.48213, -1.57523)